1.
{
  "formula": "C35H31N6O2PRhS2",
  "method": "the ωB97M-V functional and the def2-TZVPD basis",
  "gap_ev": [8.081, 5.201],
  "e_homo_ev": [-10.125, -10.129],
  "total_charge": 1,
  "s2": 6.017,
  "spin_multiplicity": 5,
  "fmax_ha_per_bohr": 0.0270,
  "elements": ["Rh", "N", "C", "C", "C", "C", "C", "C", "S", "O", "O", "N", "C", "N", "C", "C", "C", "N", "H", "H", "H", "H", "H", "H", "H", "H", "H", "C", "C", "C", "C", "C", "C", "P", "C", "C", "C", "C", "C", "C", "C", "C", "C", "C", "C", "C", "H", "H", "H", "H", "H", "H", "H", "H", "H", "H", "H", "H", "H", "H", "N", "C", "S", "N", "C", "C", "C", "C", "C", "C", "H", "H", "H", "H", "H", "H", "H", "H"],
  "positions_angstrom": [[-0.711, -0.350, 0.054], [1.390, 0.946, 6.837], [1.120, 0.118, 5.781], [-0.101, 0.209, 5.100], [-0.373, -0.623, 4.034], [0.578, -1.552, 3.620], [1.790, -1.657, 4.291], [2.062, -0.828, 5.360], [0.235, -2.630, 2.280], [1.110, -3.755, 2.344], [-1.193, -2.801, 2.203], [0.586, -1.710, 0.956], [1.536, -1.858, 0.000], [1.196, -1.093, -1.063], [2.035, -1.009, -2.081], [3.221, -1.720, -2.079], [3.462, -2.506, -0.957], [2.644, -2.582, 0.084], [0.684, 1.561, 7.195], [2.221, 0.824, 7.383], [-0.842, 0.927, 5.432], [-1.328, -0.584, 3.529], [2.511, -2.397, 3.972], [3.002, -0.919, 5.890], [1.742, -0.367, -2.905], [3.919, -1.669, -2.900], [4.369, -3.098, -0.887], [1.751, 4.786, -4.000], [2.312, 4.897, -2.735], [1.895, 4.059, -1.712], [0.907, 3.106, -1.960], [0.351, 2.994, -3.234], [0.770, 3.836, -4.250], [0.281, 2.013, -0.668], [1.550, 1.841, 0.602], [2.827, 1.416, 0.223], [3.774, 1.114, 1.185], [3.456, 1.228, 2.533], [2.195, 1.656, 2.918], [1.238, 1.960, 1.959], [-1.211, 2.574, 0.097], [-1.660, 3.839, 0.473], [-2.818, 3.918, 1.226], [-3.492, 2.763, 1.624], [-3.022, 1.499, 1.300], [-1.866, 1.367, 0.524], [2.081, 5.441, -4.795], [3.075, 5.640, -2.543], [2.333, 4.146, -0.727], [-0.407, 2.243, -3.427], [0.338, 3.750, -5.238], [3.078, 1.318, -0.826], [4.758, 0.780, 0.886], [4.194, 0.980, 3.283], [1.945, 1.742, 3.968], [0.249, 2.272, 2.270], [-1.127, 4.734, 0.177], [-3.202, 4.885, 1.523], [-4.394, 2.859, 2.214], [-3.557, 0.626, 1.655], [-2.942, 0.053, -2.488], [-2.844, -1.281, -2.386], [-2.172, -2.028, -1.008], [-3.294, -2.018, -3.403], [-3.207, -3.451, -3.486], [-3.942, -4.238, -2.615], [-3.850, -5.618, -2.713], [-3.046, -6.196, -3.685], [-2.326, -5.396, -4.561], [-2.401, -4.016, -4.461], [-2.790, 0.611, -1.658], [-3.465, 0.475, -3.240], [-3.697, -1.541, -4.197], [-4.569, -3.777, -1.865], [-4.412, -6.240, -2.030], [-2.981, -7.273, -3.760], [-1.699, -5.846, -5.318], [-1.832, -3.379, -5.127]],
  "lowdin_charge": [0.9137, 0.1242, -0.3421, -0.0352, -0.0656, -0.3038, -0.0499, -0.0314, 0.5951, -0.2691, -0.3291, -0.2066, -0.4777, 0.0184, -0.1326, -0.0451, -0.0987, 0.1640, 0.0990, 0.0999, 0.1156, 0.1062, 0.1204, 0.1172, 0.1171, 0.1035, 0.1179, -0.0623, -0.0618, -0.0767, -0.3560, -0.1012, -0.0714, 1.0638, -0.3705, -0.1102, -0.0572, -0.0511, -0.0603, -0.0680, -0.4225, -0.0671, -0.0675, -0.0691, -0.1125, -0.3076, 0.1120, 0.1125, 0.1096, 0.0955, 0.1093, 0.1037, 0.1124, 0.1133, 0.0988, 0.1065, 0.1140, 0.1106, 0.1104, 0.1017, 0.1211, -0.7742, 0.7412, 0.0619, -0.2908, -0.0485, -0.0570, -0.0669, -0.0668, -0.0219, 0.0538, 0.1189, 0.1599, 0.1145, 0.1126, 0.1102, 0.1094, 0.1159]
}

=====

2.
{
  "formula": "C3H4LiO3Pt",
  "method": "the ωB97M-V functional and the def2-TZVPD basis",
  "gap_ev": [8.457, 6.616],
  "e_homo_ev": [-12.811, -12.960],
  "total_charge": 1,
  "s2": 2.021,
  "spin_multiplicity": 3,
  "fmax_ha_per_bohr": 0.3216,
  "elements": ["H", "O", "O", "C", "C", "H", "Li", "Pt", "O", "C", "H", "H"],
  "positions_angstrom": [[2.159, 0.119, -0.862], [0.424, 0.911, -1.680], [-2.105, -0.947, -0.934], [1.247, 0.734, -0.677], [-1.748, -1.590, -0.029], [1.466, 1.667, -0.102], [-1.258, 0.525, -2.077], [-1.698, -0.574, 2.196], [-0.590, 0.447, 1.644], [0.299, -0.156, 0.754], [1.235, 0.044, 1.324], [0.570, -1.181, 0.443]],
  "lowdin_charge": [0.1304, -0.2450, -0.0274, -0.2100, -0.0236, 0.1231, 0.7813, 0.9743, -0.4532, -0.2753, 0.1162, 0.1091]
}